(1)
Formula: C7H15N2Si
Source: the OMol25 dataset
Level of theory: ωB97M-V with the def2-TZVPD basis set

E_LUMO	-2.77	eV
Kohn-Sham gap	10.41	eV
SMILES string	Cc1[nH]cc([Si](C)(C)C)[nH+]1
total charge	+1

Each line ends with the natural charge from an NBO analysis.
Cartesian coordinates (Å):
C: -0.732357 -1.658024 -0.331727  -0.078
C: -0.082607 -0.492746 0.148633  -0.191
C: -1.962887 -0.822810 1.289979  0.441
C: -3.079825 -0.436524 2.103348  -0.683
C: 0.611633 1.208124 -2.173668  -1.105
C: 2.831525 -0.790114 -1.183825  -1.148
C: 1.691051 1.850153 0.612469  -1.084
N: -1.724868 -1.937009 0.558036  -0.458
N: -0.952136 0.024460 1.060203  -0.467
Si: 1.496585 0.360992 -0.699575  1.583
H: -0.229466 -2.373258 -0.936516  0.244
H: -3.623814 0.233416 1.455081  0.260
H: -3.765784 -1.133485 2.437731  0.263
H: -2.752799 0.125288 3.007505  0.262
H: 0.289411 0.349200 -2.749750  0.233
H: -0.342692 1.724928 -1.971740  0.248
H: 1.109560 1.901782 -2.857872  0.262
H: 3.621834 -0.354855 -1.747699  0.278
H: 3.226026 -1.315222 -0.350080  0.263
H: 2.443855 -1.563159 -1.982140  0.266
H: 2.303698 2.499460 0.036619  0.245
H: 0.725023 2.357557 0.796870  0.216
H: 2.196271 1.966365 1.554902  0.257
H: -2.428501 -2.663829 0.523481  0.448
H: -0.868735 0.939312 1.399732  0.443

Force components x, y, z for each atom (eV/Å):
C 3.195 1.357 1.825
C -0.060 -1.798 -3.248
C 1.671 -0.878 -0.126
C 0.163 2.171 0.864
C -0.256 -0.142 0.120
C -1.444 -1.734 -1.938
C -0.251 -0.820 -0.717
N -2.045 1.599 0.387
N -0.139 -1.790 -0.527
Si -2.325 2.721 1.654
H -0.259 -0.609 -0.458
H -0.565 0.571 0.060
H -1.037 -1.930 0.394
H -0.111 -0.263 -0.711
H -0.031 -0.283 -0.585
H 0.391 -0.231 0.618
H 0.515 -0.335 0.270
H 0.753 0.849 -0.146
H 0.442 -0.597 0.694
H 0.342 1.222 1.709
H 0.235 1.146 -0.892
H 0.222 -0.222 -0.616
H 0.318 -1.168 0.653
H 0.256 -0.121 -0.188
H 0.018 1.282 0.903



(2)
Formula: C7H6NO
Source: the OMol25 dataset
Level of theory: ωB97M-V with the def2-TZVPD basis set

E_LUMO	-6.44	eV
Kohn-Sham gap	8.32	eV
total charge	+1

Each line ends with the natural charge from an NBO analysis.
Cartesian coordinates (Å):
C: -2.187702 -0.461637 -0.769500  -0.156
C: -2.135821 0.617627 -1.469140  0.129
C: -0.797093 -0.707211 1.290575  0.322
C: 0.758087 0.199846 -1.093521  -0.441
C: -1.399093 -1.309365 0.121291  -0.322
C: 1.109280 0.687207 0.291476  0.321
C: -0.633977 -0.170579 -0.642288  0.247
N: -0.373288 0.364890 0.711168  -0.309
O: 1.533848 1.921228 0.456643  -0.668
H: -0.628897 -1.012680 2.337404  0.265
H: 0.938171 0.967991 -1.787774  0.299
H: 1.259049 -0.851098 -1.254144  0.263
H: -1.438867 -2.377808 -0.107136  0.311
H: 1.736627 -0.082151 0.794335  0.189
H: 2.259674 2.213741 1.120609  0.548

Force components x, y, z for each atom (eV/Å):
C 0.536 0.892 0.172
C 0.171 -0.637 0.455
C -0.051 1.516 2.238
C 0.925 -4.226 0.195
C -0.839 -2.066 -2.948
C 2.310 -1.101 2.142
C -2.212 0.653 -0.768
N 0.377 0.419 1.510
O 1.196 2.237 0.508
H 0.015 -0.075 -0.660
H -0.282 0.577 -1.429
H -0.221 2.478 -0.427
H 0.333 0.235 0.281
H -0.362 0.660 0.100
H -1.897 -1.561 -1.368



(3)
Formula: C7H18I3IrOP2
Source: the OMol25 dataset
Level of theory: ωB97M-V with the def2-TZVPD basis set

E_LUMO (alpha / beta)	-10.24 / -14.42	eV
Kohn-Sham gap (alpha / beta)	8.04 / 4.75	eV
multiplicity	6
total charge	+3

Each line ends with the Mulliken spin population.
Cartesian coordinates (Å):
I: -0.253578 -2.297382 -4.956531  1.967
I: -0.109974 2.194076 -1.282670  0.958
Ir: -0.017404 -0.015899 0.081109  0.588
P: -2.330206 0.161519 0.259952  0.149
C: -3.084497 -0.024338 -1.362219  0.015
C: -2.825848 -1.402975 1.159712  0.000
H: -3.921375 -1.396007 1.263009  0.004
H: -4.060111 1.506395 1.074977  0.002
H: -2.304422 -1.380842 2.142797  -0.006
H: -2.571567 1.646607 2.031913  0.003
H: -2.794570 -0.985105 -1.843304  0.003
H: -2.503237 -2.325294 0.589924  -0.003
C: -2.979815 1.583326 1.033061  0.010
H: -4.183901 0.009861 -1.181268  0.003
H: -2.720218 2.511444 0.496185  -0.002
H: -2.782841 0.824424 -1.988043  0.001
P: 2.306506 0.099842 0.263351  0.140
C: 3.096395 -0.034563 -1.330751  0.008
C: 2.981375 1.578007 1.061829  0.013
H: 2.285511 -1.390067 2.151363  -0.006
H: 3.896930 -1.411793 1.276727  0.002
H: 2.487478 -2.312718 0.607249  -0.003
C: 2.795350 -1.402093 1.145981  0.004
H: 2.566791 1.640359 2.054204  0.000
H: 4.082906 1.477524 1.100691  0.001
H: 4.185643 -0.002481 -1.137318  0.004
H: 2.802022 0.817935 -1.968167  0.000
H: 2.729215 2.507796 0.508771  -0.001
H: 2.822915 -0.981666 -1.815782  0.004
C: 0.138742 -0.754905 -1.532419  0.307
O: 0.277523 -0.790394 -2.705772  0.010
I: -0.011730 0.349392 2.801448  0.827

Force components x, y, z for each atom (eV/Å):
I -0.033 -0.257 -0.479
I 0.111 1.014 0.057
Ir 0.337 1.905 2.735
P -0.636 -3.493 -0.573
C -0.701 0.048 -0.037
C 0.291 0.438 -0.232
H 0.321 -0.184 0.189
H -0.300 0.004 0.115
H -0.657 -0.250 -0.551
H -0.091 0.200 0.389
H -0.256 0.670 0.428
H -0.284 1.154 0.545
C -0.219 1.143 0.112
H 0.612 -0.094 -0.493
H -0.061 -0.364 0.175
H -0.267 -0.203 -0.077
P 0.881 -0.969 -0.053
C 0.494 0.336 -0.342
C 0.292 0.083 -0.625
H 0.714 -0.212 -0.906
H -0.550 -0.096 0.042
H 0.037 0.428 0.129
C 0.286 0.171 1.113
H 0.069 0.212 0.478
H -0.482 0.058 0.077
H -0.405 -0.045 -0.366
H 0.283 -0.379 0.131
H 0.095 -0.603 0.262
H 0.229 0.306 0.137
C 0.142 -0.250 -4.511
O -0.245 -0.839 2.472
I -0.007 0.069 -0.341



Number 1: electronic energy -18354.14833 eV. Number 2: electronic energy -10877.03070 eV. Number 3: electronic energy -55286.42403 eV.